No. 1
10
Properties=species:S:1:pos:R:3:nbo_charge:R:1 method="wB97M-V/def2-TZVPD" relative_energy_kcal_mol=23.28 gap_ev="7.83 / 7.83" smiles="N#CCSC(=S)C#N"
N 3.02 1.71 -0.01 -0.26
C 2.08 1.05 -0.17 0.25
C 0.95 0.20 -0.11 -0.68
S -0.45 1.20 0.19 0.37
C -1.86 -0.06 0.11 -0.38
S -3.37 0.46 -0.20 0.20
C -1.41 -1.37 0.07 0.17
N -0.95 -2.41 0.09 -0.22
H 1.15 -0.37 0.96 0.28
H 0.83 -0.41 -0.93 0.27

=====

No. 2
9
Properties=species:S:1:pos:R:3:nbo_charge:R:1 method="wB97M-V/def2-TZVPD" relative_energy_kcal_mol=57.03 gap_ev=6.73 total_charge=-1
C -1.49 1.16 -0.08 -0.14
C -1.04 -0.45 0.09 0.42
C 0.15 0.14 0.32 -0.28
C 1.92 -0.63 0.02 0.41
N -0.23 1.49 0.12 -0.39
O 2.97 -0.06 -0.11 -0.60
O -1.62 -1.51 -0.07 -0.66
H -2.51 1.54 -0.05 0.16
H 1.85 -1.68 -0.23 0.09

=====

No. 3
9
Properties=species:S:1:pos:R:3:nbo_charge:R:1 method="wB97M-V/def2-TZVPD" relative_energy_kcal_mol=101.05 gap_ev="7.25 / 6.18" total_charge=-1
C 1.43 -0.62 -0.08 -0.23
C 1.28 0.53 0.75 0.38
C 0.21 -0.45 1.21 0.08
C -2.18 0.03 0.27 0.31
N 0.76 -1.59 0.84 -0.53
O -3.09 0.60 0.83 -0.60
O 1.66 1.67 0.96 -0.62
H 1.12 -0.82 -1.09 0.18
H -2.32 -0.19 -0.97 0.01

=====

No. 4
12
Properties=species:S:1:pos:R:3:nbo_charge:R:1 method="wB97M-V/def2-TZVPD" relative_energy_kcal_mol=0.00 gap_ev=8.25
C 1.59 0.73 0.02 -0.50
C 2.01 -0.68 0.08 0.28
C 0.25 0.78 -0.06 0.43
C -0.09 -1.08 -0.13 0.69
N 1.08 -1.63 -0.07 -0.58
O -2.90 0.49 1.27 -1.02
O -0.81 1.42 0.08 -0.62
O -1.28 -1.29 -0.09 -0.56
O -2.76 0.33 -1.41 -1.03
P -2.29 0.36 -0.06 2.43
H 2.14 1.64 0.16 0.25
H 3.06 -1.08 0.22 0.24

=====

No. 5
7
Properties=species:S:1:pos:R:3:nbo_charge:R:1 method="wB97M-V/def2-TZVPD" relative_energy_kcal_mol=75.23 gap_ev="8.05 / 8.05"
C -1.69 -0.04 0.11 -0.40
C -2.64 0.45 -0.55 0.15
C 0.78 0.26 0.25 0.36
C -0.40 -0.60 0.13 -0.03
O 1.70 0.23 -0.57 -0.46
H 0.98 0.73 1.29 0.14
H -0.14 -1.61 -0.01 0.24

=====

No. 6
8
Properties=species:S:1:pos:R:3:nbo_charge:R:1 method="wB97M-V/def2-TZVPD" relative_energy_kcal_mol=23.83 gap_ev=7.26 smiles="O=C=C=C=CO"
O 1.95 -2.72 0.85 -0.44
C 1.33 -1.83 0.40 0.64
C 0.83 -0.83 -0.16 -0.35
C 0.12 0.14 -0.53 0.07
C -0.79 1.05 -0.64 0.03
O -1.32 1.67 0.45 -0.64
H -1.17 1.36 -1.58 0.21
H -0.96 1.17 1.20 0.48

=====

| no. | E (eV) |
| --- | --- |
| 1 | -28828.4731 |
| 2 | -9761.2915 |
| 3 | -9759.3828 |
| 4 | -23147.9473 |
| 5 | -6221.5976 |
| 6 | -8271.4951 |